{"formula": "C12H24N2O3", "method": "wB97M-V/def2-TZVPD", "species": ["C", "C", "C", "C", "C", "C", "C", "C", "C", "C", "C", "C", "H", "H", "H", "H", "H", "H", "H", "H", "H", "H", "H", "H", "H", "H", "H", "H", "H", "H", "H", "H", "H", "H", "H", "H", "N", "N", "O", "O", "O"], "positions_angstrom": [[-1.63, 0.80, -0.71], [-0.46, 1.85, -0.53], [-2.03, 0.20, 0.61], [-3.33, -0.66, 0.64], [-4.52, 0.08, 0.01], [-3.06, -2.09, 0.08], [1.24, 0.18, 0.10], [1.26, -0.49, 1.43], [2.58, 0.22, -0.59], [3.59, 1.05, 0.23], [3.11, -1.19, -0.86], [2.23, -2.15, -1.67], [-0.94, 0.23, -2.57], [-1.96, -0.82, -1.89], [-2.42, 1.44, -1.07], [-1.24, -0.42, 1.06], [-2.14, 1.02, 1.33], [-3.51, -0.81, 1.73], [-4.57, 1.05, 0.41], [-4.35, 0.12, -1.07], [-5.41, -0.41, 0.26], [-2.82, -2.25, -1.00], [-2.21, -2.58, 0.58], [-3.92, -2.74, 0.20], [1.33, 2.24, -0.10], [0.61, -0.50, -0.48], [2.45, 0.62, -1.57], [3.24, 2.04, 0.61], [3.97, 0.44, 1.08], [4.57, 1.09, -0.37], [3.26, -1.75, 0.06], [4.14, -1.08, -1.27], [1.33, -2.46, -1.20], [1.97, -1.65, -2.70], [2.80, -3.08, -1.86], [1.27, 1.26, 2.33], [-1.21, -0.22, -1.72], [0.66, 1.52, 0.14], [-0.60, 3.05, -0.79], [1.22, -1.71, 1.50], [1.18, 0.32, 2.55]], "fmax_ev_per_a": 3.22, "smiles": "CC[C@H](C)[C@H](NC(=O)[C@@H](N)CC(C)C)C(=O)O", "lumo_energy_ev": 0.63, "homo_lumo_gap_ev": 10.4, "homo_ev": -9.782, "energy_ev": -21956.25571, "spin_multiplicity": 1, "e_above_lowest_kcal_mol": 33.5}

{"formula": "C12H24N2O5", "method": "wB97M-V/def2-TZVPD", "species": ["N", "H", "H", "H", "H", "C", "C", "O", "H", "H", "H", "H", "H", "C", "C", "O", "H", "H", "H", "H", "H", "C", "C", "O", "H", "H", "H", "H", "H", "C", "C", "C", "C", "C", "C", "N", "O", "O", "H", "H", "H", "H", "H"], "positions_angstrom": [[-29.21, 0.59, -0.52], [-28.37, 1.07, -0.96], [-28.93, 0.47, 0.45], [-29.43, -0.26, -1.04], [-30.05, 1.19, -0.67], [-33.45, 1.90, -1.97], [-32.20, 2.47, -1.31], [-31.06, 2.27, -2.05], [-33.51, 2.30, -2.99], [-34.38, 2.21, -1.46], [-33.50, 0.81, -2.05], [-32.09, 2.04, -0.28], [-32.36, 3.57, -1.14], [-30.43, -2.23, -4.56], [-29.47, -1.44, -3.65], [-29.33, -0.12, -3.84], [-31.45, -1.90, -4.35], [-30.33, -3.33, -4.53], [-30.24, -1.95, -5.60], [-28.49, -1.94, -3.46], [-29.96, -1.60, -2.63], [-26.80, 3.02, -0.06], [-26.20, 2.50, -1.35], [-26.66, 1.23, -1.62], [-26.43, 4.04, 0.14], [-26.68, 2.48, 0.88], [-27.90, 3.08, -0.09], [-25.09, 2.50, -1.29], [-26.47, 3.17, -2.19], [-32.03, 5.24, 2.99], [-32.08, 4.02, 2.33], [-30.97, 3.21, 2.25], [-29.77, 3.66, 2.79], [-29.71, 4.88, 3.45], [-30.84, 5.69, 3.55], [-28.58, 2.82, 2.78], [-28.62, 1.69, 2.40], [-27.54, 3.36, 3.14], [-32.93, 5.83, 3.10], [-33.02, 3.61, 1.98], [-31.01, 2.21, 1.85], [-28.75, 5.19, 3.84], [-30.74, 6.62, 4.09]], "fmax_ev_per_a": 2.27, "charge": -2, "lumo_energy_ev": 3.50, "homo_lumo_gap_ev": 2.7, "homo_ev": 0.768, "energy_ev": -26042.62011, "spin_multiplicity": 1, "e_above_lowest_kcal_mol": 33.3}

{"formula": "C12H24O24S6", "method": "wB97M-V/def2-TZVPD", "species": ["C", "C", "O", "S", "O", "O", "O", "H", "H", "H", "H", "C", "C", "O", "S", "O", "O", "O", "H", "H", "H", "H", "C", "C", "O", "S", "O", "O", "O", "H", "H", "H", "H", "C", "C", "O", "S", "O", "O", "O", "H", "H", "H", "H", "C", "C", "O", "S", "O", "O", "O", "H", "H", "H", "H", "C", "C", "O", "S", "O", "O", "O", "H", "H", "H", "H"], "positions_angstrom": [[-5.16, -0.24, 24.22], [-4.59, -1.63, 23.99], [-5.53, -2.26, 23.14], [-6.21, -1.16, 22.12], [-7.60, -1.43, 22.02], [-5.43, -1.03, 20.93], [-5.88, 0.14, 23.05], [-4.41, 0.49, 24.49], [-5.90, -0.33, 25.02], [-4.47, -2.17, 24.92], [-3.62, -1.57, 23.49], [-4.42, 7.08, 19.62], [-4.75, 6.44, 20.97], [-5.08, 5.08, 20.65], [-4.29, 4.56, 19.36], [-5.30, 4.13, 18.44], [-3.19, 3.74, 19.74], [-3.67, 6.01, 19.02], [-3.74, 7.92, 19.50], [-5.35, 7.24, 19.06], [-5.55, 6.92, 21.54], [-3.84, 6.46, 21.57], [-5.97, 0.45, 18.48], [-7.01, 1.30, 19.21], [-7.91, 1.84, 18.28], [-7.93, 0.97, 16.91], [-8.23, 1.86, 15.84], [-8.66, -0.24, 17.11], [-6.35, 0.64, 17.08], [-6.03, -0.63, 18.57], [-4.96, 0.80, 18.64], [-6.40, 2.06, 19.70], [-7.54, 0.77, 20.00], [-8.05, -4.82, 16.34], [-7.51, -3.62, 17.14], [-6.09, -3.68, 17.06], [-5.67, -5.20, 16.74], [-5.84, -6.02, 17.91], [-4.40, -5.23, 16.06], [-6.91, -5.38, 15.71], [-8.81, -4.51, 15.62], [-8.51, -5.57, 16.98], [-7.85, -3.68, 18.17], [-7.84, -2.67, 16.72], [-3.18, 1.01, 14.96], [-3.50, 2.50, 14.78], [-4.55, 2.57, 13.88], [-4.59, 1.29, 12.85], [-4.01, 1.63, 11.57], [-5.92, 0.76, 12.87], [-3.55, 0.41, 13.72], [-3.77, 0.49, 15.72], [-2.10, 0.90, 15.12], [-2.60, 3.08, 14.57], [-3.83, 2.84, 15.77], [-11.86, 0.49, 18.36], [-12.36, 1.87, 17.83], [-12.56, 2.64, 18.99], [-11.68, 2.15, 20.23], [-12.38, 2.40, 21.45], [-10.28, 2.52, 20.13], [-11.79, 0.55, 19.77], [-10.92, 0.20, 17.88], [-12.51, -0.35, 18.10], [-13.30, 1.72, 17.30], [-11.61, 2.30, 17.17]], "fmax_ev_per_a": 2.67, "smiles": "O=S1(=O)OCCO1.O=S1(=O)OCCO1.O=S1(=O)OCCO1.O=S1(=O)OCCO1.O=S1(=O)OCCO1.O=S1(=O)OCCO1", "lumo_energy_ev": 0.11, "homo_lumo_gap_ev": 11.0, "homo_ev": -10.870, "energy_ev": -126977.89200, "spin_multiplicity": 1, "e_above_lowest_kcal_mol": 26.7}

{"formula": "C12H25BBrKN4O7S2", "method": "wB97M-V/def2-TZVPD", "species": ["C", "N", "C", "B", "O", "S", "O", "O", "N", "S", "O", "O", "N", "C", "O", "H", "H", "H", "H", "H", "H", "H", "C", "C", "C", "C", "C", "C", "N", "O", "C", "C", "C", "H", "H", "H", "H", "H", "H", "H", "H", "H", "H", "H", "H", "H", "H", "H", "H", "H", "H", "K", "Br"], "positions_angstrom": [[0.94, -3.60, -3.26], [0.80, -2.12, -3.09], [1.00, -1.52, -4.45], [-0.52, -1.90, -2.58], [-1.11, -2.88, -1.79], [-1.51, -0.32, -2.86], [-2.03, 0.18, -1.58], [-0.69, 0.73, -3.43], [-2.67, -0.61, -3.98], [-4.04, -1.25, -3.41], [-5.13, -0.34, -3.36], [-3.90, -2.03, -2.21], [-4.46, -2.39, -4.67], [-3.42, -2.89, -5.09], [-2.59, -3.37, -5.74], [1.81, -3.84, -3.89], [0.07, -4.03, -3.78], [1.12, -4.11, -2.31], [1.72, -2.07, -5.06], [1.43, -0.52, -4.30], [0.06, -1.34, -4.98], [-1.78, -3.29, -2.35], [0.55, 2.54, 4.19], [1.61, 1.83, 3.31], [1.89, 2.71, 2.05], [0.75, 2.68, 1.02], [0.39, 1.25, 0.66], [0.10, 0.36, 1.85], [1.16, 0.46, 2.92], [2.19, -0.19, 2.54], [-1.28, 0.72, 2.43], [-0.07, -1.07, 1.35], [2.84, 1.76, 4.23], [1.01, 3.24, 4.89], [-0.16, 3.13, 3.61], [0.01, 1.83, 4.79], [2.80, 2.36, 1.53], [2.08, 3.81, 2.33], [-0.12, 3.21, 1.41], [1.06, 3.21, 0.12], [-0.47, 1.25, -0.01], [1.22, 0.83, 0.08], [-1.48, 0.16, 3.34], [-2.07, 0.47, 1.72], [-1.40, 1.78, 2.64], [0.80, -1.43, 0.80], [-0.92, -1.14, 0.67], [-0.25, -1.76, 2.18], [2.62, 1.14, 5.11], [3.12, 2.74, 4.57], [3.71, 1.35, 3.73], [-0.77, 0.39, 5.67], [3.95, 3.91, 2.45]], "fmax_ev_per_a": 3.94, "lumo_energy_ev": -3.88, "homo_lumo_gap_ev": 4.2, "homo_ev": -8.082, "energy_ev": -141849.30591, "spin_multiplicity": 1}